DFT (wB97M-V/def2-TZVPD) results for a molecular structure, C36H36N8O4PPdS3 in a non-equilibrium geometry.

## Properties
* multiplicity: 2
* energy relative to the best compared isomer or geometry (same formula, charge and spin): 149.3 kJ/mol
* molecular weight: 878.331 g mol⁻¹
* E: -103302.858 eV
* charge: 0
* HOMO-LUMO gap (alpha / beta): 6.5465 / 6.9092 eV

Element x y z (Å)
Pd (-1.32, -0.73, 0.60)
C (0.76, 1.48, 5.59)
C (0.84, 0.08, 5.02)
O (-0.47, -0.41, 4.72)
P (-0.94, -0.55, 3.18)
S (0.11, -2.02, 2.30)
S (-0.94, 1.20, 2.24)
O (-2.46, -1.01, 3.41)
C (-2.76, -2.11, 4.29)
C (-3.31, -1.60, 5.61)
H (1.76, 1.83, 5.85)
H (0.14, 1.48, 6.49)
H (0.31, 2.16, 4.86)
H (1.28, -0.62, 5.73)
H (1.45, 0.07, 4.11)
H (-1.87, -2.72, 4.44)
H (-3.51, -2.71, 3.76)
H (-2.60, -0.94, 6.08)
H (-3.50, -2.45, 6.27)
H (-4.25, -1.06, 5.45)
C (-1.19, 3.75, -3.35)
N (-1.55, 2.79, -2.32)
C (-0.90, 1.69, -1.90)
N (-1.57, 1.13, -0.92)
C (-2.66, 1.93, -0.78)
N (-2.68, 2.95, -1.61)
C (-0.16, 4.76, -2.89)
C (-0.45, 6.12, -2.93)
C (0.51, 7.05, -2.54)
C (1.75, 6.64, -2.10)
C (2.05, 5.28, -2.04)
C (1.08, 4.35, -2.44)
C (3.33, 4.81, -1.55)
N (4.35, 5.51, -1.16)
N (5.30, 4.63, -0.75)
C (4.82, 3.43, -0.91)
O (3.56, 3.48, -1.42)
C (5.41, 2.16, -0.57)
C (6.67, 2.09, 0.03)
C (7.19, 0.86, 0.38)
C (6.46, -0.30, 0.17)
C (5.20, -0.24, -0.43)
C (4.42, -1.52, -0.66)
N (3.01, -1.29, -0.87)
C (2.11, -0.75, -0.04)
N (0.94, -0.65, -0.64)
C (1.19, -1.16, -1.87)
N (2.43, -1.55, -2.06)
C (4.69, 0.99, -0.80)
H (-2.11, 4.26, -3.63)
H (-0.81, 3.20, -4.21)
H (0.03, 1.34, -2.32)
H (-3.43, 1.75, -0.05)
H (-1.42, 6.45, -3.26)
H (0.27, 8.10, -2.57)
H (2.51, 7.35, -1.80)
H (1.33, 3.30, -2.39)
H (7.21, 3.01, 0.21)
H (8.16, 0.80, 0.84)
H (6.87, -1.26, 0.46)
H (4.55, -2.20, 0.19)
H (4.78, -2.03, -1.56)
H (2.33, -0.44, 0.97)
H (0.44, -1.22, -2.65)
H (3.72, 1.06, -1.28)
O (-3.46, -0.93, -0.35)
S (-2.77, -1.76, -1.40)
C (-4.06, -2.81, -2.09)
C (-5.23, -3.05, -1.40)
C (-6.18, -3.88, -1.96)
C (-5.96, -4.47, -3.20)
C (-4.79, -4.22, -3.89)
C (-3.83, -3.38, -3.34)
C (-1.96, -3.05, -0.43)
C (-0.86, -3.74, -0.93)
C (-0.37, -4.82, -0.23)
C (-0.99, -5.25, 0.93)
C (-2.10, -4.58, 1.41)
C (-2.60, -3.47, 0.74)
H (-5.40, -2.56, -0.45)
H (-7.11, -4.08, -1.42)
H (-6.72, -5.11, -3.63)
H (-4.62, -4.67, -4.85)
H (-2.90, -3.18, -3.86)
H (-0.41, -3.43, -1.87)
H (0.51, -5.35, -0.61)
H (-0.61, -6.11, 1.46)
H (-2.58, -4.91, 2.32)
H (-3.47, -2.94, 1.09)



DFT (wB97M-V/def2-TZVPD) results for 12 unconnected molecules or ions with the total composition C45H83NO25 in a non-equilibrium geometry.

## Properties
* energy relative to the best compared isomer or geometry (same formula, charge and spin): 0.0 kJ/mol
* SMILES: CCOC(C)=O.CCOC(C)=O.CCOC(C)=O.CCOC(C)=O.CCOC(C)=O.CCOC(C)=O.CCOC(C)=O.CCOC(C)=O.O=C1OCCO1.O=C1OCCO1.O=C1OCCO1.CCCC#N
* molecular weight: 1038.141 g mol⁻¹
* E: -100689.950 eV
* charge: 0
* HOMO-LUMO gap: 10.0406 eV

Element x y z (Å)
C (5.58, -3.73, 3.50)
C (6.52, -3.18, 2.43)
O (5.76, -2.47, 1.42)
C (5.11, -3.20, 0.51)
C (4.28, -2.37, -0.42)
O (5.18, -4.40, 0.43)
H (5.05, -4.59, 3.09)
H (4.93, -2.96, 3.92)
H (6.17, -4.03, 4.37)
H (7.20, -2.41, 2.78)
H (7.02, -4.04, 1.99)
H (3.28, -2.81, -0.34)
H (4.53, -2.38, -1.48)
H (4.18, -1.33, -0.12)
C (-1.56, 7.11, 5.63)
C (-0.75, 6.08, 4.88)
O (-0.97, 4.79, 5.50)
C (-1.04, 3.71, 4.73)
C (-1.16, 2.46, 5.56)
O (-0.93, 3.69, 3.54)
H (-1.28, 8.11, 5.30)
H (-1.44, 7.09, 6.71)
H (-2.60, 6.98, 5.33)
H (-1.02, 6.06, 3.82)
H (0.33, 6.24, 4.90)
H (-2.04, 2.53, 6.21)
H (-0.31, 2.15, 6.16)
H (-1.38, 1.59, 4.94)
C (-2.77, -1.25, 3.77)
C (-4.06, -0.47, 3.85)
O (-4.39, -0.49, 5.27)
C (-5.67, -0.50, 5.62)
C (-5.85, -0.68, 7.11)
O (-6.61, -0.44, 4.88)
H (-2.90, -2.26, 4.15)
H (-2.01, -0.72, 4.35)
H (-2.37, -1.28, 2.76)
H (-3.99, 0.56, 3.52)
H (-4.89, -1.03, 3.41)
H (-5.74, 0.24, 7.67)
H (-5.10, -1.37, 7.51)
H (-6.81, -1.16, 7.28)
C (3.16, -0.05, -5.60)
C (1.78, -0.50, -5.99)
O (0.83, 0.26, -5.25)
C (-0.33, 0.60, -5.82)
C (-1.13, 1.49, -4.90)
O (-0.69, 0.33, -6.93)
H (3.99, -0.55, -6.09)
H (3.25, -0.39, -4.55)
H (3.28, 1.03, -5.55)
H (1.64, -0.35, -7.07)
H (1.58, -1.57, -5.90)
H (-2.04, 1.77, -5.43)
H (-0.56, 2.39, -4.68)
H (-1.40, 1.00, -3.96)
C (0.96, -0.92, -2.01)
C (0.78, -1.14, -0.51)
O (-0.38, -0.41, -0.10)
C (-0.26, 0.87, 0.25)
C (-1.58, 1.52, 0.49)
O (0.81, 1.43, 0.38)
H (1.96, -1.22, -2.33)
H (0.78, 0.11, -2.33)
H (0.25, -1.55, -2.55)
H (0.72, -2.21, -0.36)
H (1.63, -0.79, 0.07)
H (-2.47, 0.94, 0.23)
H (-1.61, 2.45, -0.09)
H (-1.82, 1.88, 1.49)
C (-4.35, 1.04, -2.18)
C (-5.72, 1.11, -1.56)
O (-5.64, 1.27, -0.13)
C (-6.75, 1.66, 0.48)
C (-6.64, 1.70, 1.98)
O (-7.76, 1.96, -0.10)
H (-4.48, 0.72, -3.22)
H (-3.76, 0.24, -1.73)
H (-3.78, 1.97, -2.19)
H (-6.18, 2.01, -1.98)
H (-6.35, 0.26, -1.79)
H (-5.59, 2.02, 2.13)
H (-6.66, 0.74, 2.50)
H (-7.12, 2.45, 2.61)
C (5.10, 4.70, 2.83)
C (5.13, 3.29, 2.19)
O (4.01, 2.53, 2.64)
C (3.86, 1.33, 2.08)
C (2.81, 0.48, 2.76)
O (4.44, 0.95, 1.09)
H (4.60, 5.33, 2.10)
H (6.15, 4.98, 2.96)
H (4.68, 4.63, 3.83)
H (5.13, 3.50, 1.12)
H (6.05, 2.71, 2.34)
H (2.68, 0.85, 3.78)
H (3.32, -0.48, 2.85)
H (1.92, 0.38, 2.17)
C (4.10, -3.90, -5.82)
C (3.63, -5.13, -5.05)
O (3.29, -4.88, -3.70)
C (2.15, -4.31, -3.36)
C (1.73, -4.64, -1.95)
O (1.46, -3.69, -4.12)
H (3.34, -3.14, -5.96)
H (4.58, -4.21, -6.75)
H (4.92, -3.41, -5.29)
H (2.76, -5.52, -5.59)
H (4.45, -5.84, -5.06)
H (1.04, -3.89, -1.58)
H (2.66, -4.77, -1.40)
H (1.30, -5.64, -2.01)
O (-5.27, -1.93, -3.58)
C (-4.24, -2.27, -4.04)
O (-3.39, -3.13, -3.44)
C (-2.18, -3.22, -4.19)
C (-2.55, -2.53, -5.52)
O (-3.71, -1.80, -5.19)
H (-1.38, -2.66, -3.69)
H (-1.94, -4.26, -4.34)
H (-2.61, -3.27, -6.33)
H (-1.69, -1.94, -5.85)
O (-3.03, 4.56, 0.13)
C (-3.93, 5.29, -0.14)
O (-3.98, 6.61, 0.13)
C (-5.19, 7.14, -0.42)
C (-5.67, 6.01, -1.32)
O (-5.10, 4.87, -0.69)
H (-5.98, 7.36, 0.30)
H (-4.93, 8.02, -1.01)
H (-5.41, 6.09, -2.38)
H (-6.76, 5.96, -1.32)
O (2.84, 3.90, -4.36)
C (3.12, 3.30, -3.38)
O (2.85, 2.00, -3.17)
C (3.42, 1.56, -1.94)
C (3.95, 2.87, -1.29)
O (3.65, 3.86, -2.27)
H (2.62, 1.11, -1.35)
H (4.25, 0.86, -2.09)
H (5.00, 2.74, -1.07)
H (3.39, 3.08, -0.39)
C (1.92, -7.10, 1.09)
C (1.26, -6.50, 2.32)
C (0.40, -5.29, 1.98)
C (1.15, -4.03, 1.86)
N (1.74, -3.08, 1.73)
H (1.17, -7.55, 0.44)
H (2.65, -7.89, 1.30)
H (2.45, -6.32, 0.54)
H (1.96, -6.29, 3.13)
H (0.58, -7.24, 2.75)
H (-0.38, -5.12, 2.73)
H (-0.13, -5.37, 1.03)



DFT (wB97M-V/def2-TZVPD) results for C4H4OS2 in the gas phase in a non-equilibrium geometry.

## Properties
* energy relative to the best compared isomer or geometry (same formula, charge and spin): 170.2 kJ/mol
* SMILES: S=C1CCC(=S)O1
* molecular weight: 132.209 g mol⁻¹
* E: -27928.399 eV
* charge: 0
* HOMO-LUMO gap: 7.7128 eV

Element x y z (Å)
S (2.51, 0.58, 0.87)
C (0.95, 0.10, 0.59)
C (0.68, -1.43, 0.47)
C (-0.76, -1.41, 0.01)
C (-1.06, -0.10, -0.65)
S (-2.39, 0.53, -1.16)
O (-0.09, 0.86, 0.05)
H (1.39, -1.72, -0.19)
H (0.89, -1.98, 1.46)
H (-0.99, -2.32, -0.69)
H (-1.25, -1.60, 1.09)